## one
ORCA calculation (wB97M-V/def2-TZVPD) on a 6-piece molecular cluster, C16H44O6 overall.

Positions of all 66 atoms, in Å:
C 3.440 -1.999 1.262
C 4.053 -0.625 1.504
C 5.271 -0.347 0.647
O 3.036 0.375 1.288
H 3.105 -2.153 0.237
H 2.592 -2.156 1.934
H 4.173 -2.762 1.527
H 4.314 -0.604 2.570
H 5.955 -1.195 0.635
H 5.806 0.540 0.991
H 4.969 -0.190 -0.392
H 3.491 1.216 1.408
C -0.300 5.379 -2.882
C 0.119 4.016 -3.412
C 0.858 3.211 -2.345
O -1.004 3.299 -3.912
H -0.999 5.240 -2.053
H -0.798 5.968 -3.648
H 0.580 5.883 -2.476
H 0.797 4.144 -4.261
H 0.288 3.196 -1.409
H 1.837 3.639 -2.123
H 0.974 2.176 -2.668
H -1.364 2.737 -3.217
C -3.117 0.920 0.027
C -3.294 0.771 -1.488
C -4.397 1.660 -1.997
O -2.119 1.173 -2.182
H -2.359 0.222 0.385
H -4.058 0.715 0.540
H -2.795 1.934 0.277
H -3.502 -0.290 -1.680
H -5.360 1.452 -1.531
H -4.524 1.576 -3.078
H -4.111 2.698 -1.806
H -1.326 0.783 -1.790
C 0.024 1.273 2.366
C 0.316 0.686 3.741
C -0.938 0.401 4.528
O 1.011 -0.544 3.541
H 0.970 1.493 1.869
H -0.580 2.182 2.317
H -0.525 0.529 1.782
H 0.951 1.425 4.251
H -1.470 1.338 4.719
H -0.707 0.010 5.518
H -1.591 -0.255 3.954
H 1.665 -0.393 2.847
C -0.768 -5.171 1.133
C -1.285 -4.188 0.087
C -0.752 -4.519 -1.298
O -2.712 -4.159 0.037
H 0.324 -5.200 1.140
H -1.065 -6.201 0.905
H -1.133 -4.900 2.123
H -0.991 -3.194 0.422
H -1.155 -3.816 -2.031
H -1.028 -5.535 -1.575
H 0.326 -4.347 -1.366
H -3.009 -5.030 -0.244
C 0.627 -1.066 -1.123
O 0.216 0.260 -0.817
H 0.336 -1.772 -0.341
H 0.205 -1.380 -2.073
H 1.718 -1.108 -1.181
H 0.788 0.582 -0.113

Calculated values
HOMO energy ... -9.450 eV
Total charge ... 0
Structure (SMILES) ... CC(C)O.CC(C)O.CC(C)O.CC(C)O.CC(C)O.CO
LUMO level ... 0.36 eV

Electronic structure analysis, natural (NBO) charges in units of e: atom 1 (C): -0.63, atom 2 (C): 0.09, atom 3 (C): -0.64, atom 4 (O): -0.75, atom 5 (H): 0.21, atom 6 (H): 0.22, atom 7 (H): 0.22, atom 8 (H): 0.16, atom 9 (H): 0.22, atom 10 (H): 0.21, atom 11 (H): 0.22, atom 12 (H): 0.48, atom 13 (C): -0.62, atom 14 (C): 0.10, atom 15 (C): -0.64, atom 16 (O): -0.74, atom 17 (H): 0.20, atom 18 (H): 0.22, atom 19 (H): 0.20, atom 20 (H): 0.16, atom 21 (H): 0.20, atom 22 (H): 0.20, atom 23 (H): 0.22, atom 24 (H): 0.49, atom 25 (C): -0.63, atom 26 (C): 0.10, atom 27 (C): -0.62, atom 28 (O): -0.77, atom 29 (H): 0.21, atom 30 (H): 0.21, atom 31 (H): 0.20, atom 32 (H): 0.16, atom 33 (H): 0.21, atom 34 (H): 0.22, atom 35 (H): 0.21, atom 36 (H): 0.50, atom 37 (C): -0.64, atom 38 (C): 0.10, atom 39 (C): -0.62, atom 40 (O): -0.74, atom 41 (H): 0.20, atom 42 (H): 0.22, atom 43 (H): 0.21, atom 44 (H): 0.15, atom 45 (H): 0.21, atom 46 (H): 0.22, atom 47 (H): 0.21, atom 48 (H): 0.48, atom 49 (C): -0.63, atom 50 (C): 0.09, atom 51 (C): -0.64, atom 52 (O): -0.71, atom 53 (H): 0.21, atom 54 (H): 0.20, atom 55 (H): 0.22, atom 56 (H): 0.17, atom 57 (H): 0.22, atom 58 (H): 0.20, atom 59 (H): 0.21, atom 60 (H): 0.46, atom 61 (C): -0.25, atom 62 (O): -0.75, atom 63 (H): 0.16, atom 64 (H): 0.19, atom 65 (H): 0.17, atom 66 (H): 0.49

***

## two
ORCA calculation (wB97M-V/def2-TZVPD) on a 6-piece molecular cluster, C16H44O6 overall.

Positions of all 66 atoms, in Å:
C 0.401 -0.594 0.866
C 0.596 -0.983 -0.579
O -0.645 -0.861 -1.265
H -0.023 0.394 1.058
H 1.272 -0.861 1.468
H -0.388 -1.218 1.314
H 0.908 -2.033 -0.605
H 1.384 -0.389 -1.056
H -0.713 -1.489 -1.995
C 3.324 2.097 -4.034
C 4.813 2.342 -3.895
O 5.018 3.727 -3.599
H 3.153 1.058 -4.333
H 2.912 2.711 -4.833
H 2.831 2.273 -3.081
H 5.329 2.094 -4.830
H 5.243 1.711 -3.112
H 5.826 3.806 -3.087
C -3.134 -2.635 -3.481
C -1.840 -2.437 -4.251
C -1.577 -0.976 -4.553
O -0.812 -2.947 -3.370
H -4.028 -2.428 -4.062
H -3.086 -2.023 -2.578
H -3.185 -3.670 -3.136
H -1.841 -3.039 -5.164
H -2.148 -0.591 -5.397
H -0.510 -0.781 -4.695
H -1.847 -0.358 -3.688
H 0.019 -2.963 -3.856
C 1.074 1.095 5.125
C 0.225 1.814 4.082
C -0.614 2.939 4.669
O 1.093 2.343 3.069
H 0.437 0.696 5.916
H 1.823 1.762 5.555
H 1.630 0.278 4.655
H -0.470 1.102 3.616
H -0.054 3.876 4.679
H -0.761 2.731 5.734
H -1.581 3.034 4.187
H 1.595 1.636 2.654
C -0.667 -4.994 4.757
C -1.038 -3.542 4.584
C 0.186 -2.726 4.190
O -2.080 -3.366 3.631
H 0.071 -5.103 5.561
H -0.140 -5.414 3.894
H -1.525 -5.616 5.010
H -1.362 -3.125 5.542
H 1.004 -2.870 4.901
H 0.024 -1.658 4.048
H 0.581 -3.069 3.223
H -2.045 -4.075 2.983
C -0.261 2.467 -2.692
C -1.231 2.562 -1.523
C -1.998 3.867 -1.467
O -2.182 1.488 -1.569
H 0.352 1.566 -2.593
H 0.388 3.341 -2.759
H -0.788 2.344 -3.643
H -0.650 2.434 -0.598
H -2.597 3.983 -2.371
H -1.330 4.722 -1.369
H -2.645 3.838 -0.590
H -1.718 0.698 -1.264

Calculated values
HOMO energy ... -9.502 eV
Total charge ... 0
Structure (SMILES) ... CC(C)O.CC(C)O.CC(C)O.CC(C)O.CCO.CCO
LUMO level ... 0.47 eV

Electronic structure analysis, natural (NBO) charges in units of e: atom 1 (C): -0.65, atom 2 (C): -0.06, atom 3 (O): -0.78, atom 4 (H): 0.22, atom 5 (H): 0.21, atom 6 (H): 0.22, atom 7 (H): 0.17, atom 8 (H): 0.16, atom 9 (H): 0.51, atom 10 (C): -0.62, atom 11 (C): -0.06, atom 12 (O): -0.73, atom 13 (H): 0.20, atom 14 (H): 0.22, atom 15 (H): 0.21, atom 16 (H): 0.15, atom 17 (H): 0.16, atom 18 (H): 0.47, atom 19 (C): -0.63, atom 20 (C): 0.09, atom 21 (C): -0.65, atom 22 (O): -0.75, atom 23 (H): 0.22, atom 24 (H): 0.22, atom 25 (H): 0.22, atom 26 (H): 0.16, atom 27 (H): 0.22, atom 28 (H): 0.21, atom 29 (H): 0.23, atom 30 (H): 0.47, atom 31 (C): -0.63, atom 32 (C): 0.10, atom 33 (C): -0.63, atom 34 (O): -0.73, atom 35 (H): 0.21, atom 36 (H): 0.21, atom 37 (H): 0.20, atom 38 (H): 0.16, atom 39 (H): 0.22, atom 40 (H): 0.21, atom 41 (H): 0.22, atom 42 (H): 0.47, atom 43 (C): -0.64, atom 44 (C): 0.09, atom 45 (C): -0.63, atom 46 (O): -0.72, atom 47 (H): 0.22, atom 48 (H): 0.20, atom 49 (H): 0.22, atom 50 (H): 0.17, atom 51 (H): 0.21, atom 52 (H): 0.22, atom 53 (H): 0.20, atom 54 (H): 0.47, atom 55 (C): -0.63, atom 56 (C): 0.10, atom 57 (C): -0.62, atom 58 (O): -0.76, atom 59 (H): 0.20, atom 60 (H): 0.21, atom 61 (H): 0.21, atom 62 (H): 0.15, atom 63 (H): 0.21, atom 64 (H): 0.21, atom 65 (H): 0.22, atom 66 (H): 0.50

***

## three
ORCA calculation (wB97M-V/def2-TZVPD) on C16H44O6 as an isolated structure.

Positions of all 66 atoms, in Å:
C -0.722 3.302 -1.857
C -1.126 1.851 -2.245
C -1.730 1.697 -3.597
O 0.081 1.111 -2.213
H -0.463 3.515 -0.820
H -1.594 3.888 -2.147
H 0.172 3.617 -2.395
H -1.872 1.409 -1.584
H -1.136 2.216 -4.350
H -2.735 2.108 -3.503
H -1.866 0.672 -3.944
H 0.333 1.127 -1.287
C 0.560 1.505 4.717
C 0.762 1.983 3.261
C 2.172 1.780 2.724
O -0.166 1.223 2.543
H 1.223 2.169 5.273
H 0.781 0.439 4.771
H -0.457 1.776 4.999
H 0.526 3.020 3.021
H 2.390 2.110 1.709
H 2.362 0.707 2.747
H 2.995 2.148 3.338
H -1.079 1.308 2.828
C -3.233 -0.850 0.691
C -2.171 -1.408 1.608
C -0.730 -0.913 1.233
O -2.405 -0.986 2.899
H -4.222 -0.914 1.144
H -3.108 -1.420 -0.229
H -3.031 0.204 0.503
H -2.194 -2.496 1.532
H -0.462 -0.016 1.790
H -0.657 -0.591 0.194
H 0.000 -1.693 1.453
H -2.263 -0.037 2.945
C -0.909 -2.565 -3.598
C 0.007 -1.877 -2.558
C -0.867 -0.977 -1.579
O 0.574 -2.964 -1.917
H -1.709 -3.031 -3.023
H -0.385 -3.321 -4.184
H -1.264 -1.822 -4.313
H 0.842 -1.393 -3.063
H -1.514 -1.473 -0.856
H -1.392 -0.197 -2.130
H -0.174 -0.481 -0.899
H 0.515 -2.690 -0.999
C 2.277 -1.235 -1.240
C 1.897 -2.092 -0.043
C 2.209 -1.453 1.272
O 0.507 -2.264 -0.031
H 3.361 -1.128 -1.225
H 1.957 -0.195 -1.310
H 2.116 -1.698 -2.214
H 2.394 -3.052 -0.187
H 1.720 -0.490 1.419
H 3.261 -1.234 1.457
H 1.975 -2.240 1.989
H 0.296 -2.968 0.587
C 1.422 1.525 0.084
O 0.340 0.639 -0.162
H 1.257 2.210 0.916
H 2.220 0.819 0.315
H 1.688 2.088 -0.810
H 0.445 -0.002 0.545

Calculated values
HOMO energy ... -8.213 eV
Total charge ... 0
LUMO level ... 0.28 eV

Electronic structure analysis, natural (NBO) charges in units of e: atom 1 (C): -0.63, atom 2 (C): 0.07, atom 3 (C): -0.62, atom 4 (O): -0.77, atom 5 (H): 0.20, atom 6 (H): 0.20, atom 7 (H): 0.21, atom 8 (H): 0.16, atom 9 (H): 0.21, atom 10 (H): 0.20, atom 11 (H): 0.23, atom 12 (H): 0.47, atom 13 (C): -0.62, atom 14 (C): 0.10, atom 15 (C): -0.65, atom 16 (O): -0.74, atom 17 (H): 0.21, atom 18 (H): 0.23, atom 19 (H): 0.21, atom 20 (H): 0.17, atom 21 (H): 0.23, atom 22 (H): 0.21, atom 23 (H): 0.23, atom 24 (H): 0.48, atom 25 (C): -0.64, atom 26 (C): 0.12, atom 27 (C): -0.77, atom 28 (O): -0.71, atom 29 (H): 0.22, atom 30 (H): 0.22, atom 31 (H): 0.19, atom 32 (H): 0.16, atom 33 (H): 0.26, atom 34 (H): 0.25, atom 35 (H): 0.20, atom 36 (H): 0.43, atom 37 (C): -0.60, atom 38 (C): 0.10, atom 39 (C): -0.67, atom 40 (O): -0.81, atom 41 (H): 0.20, atom 42 (H): 0.20, atom 43 (H): 0.18, atom 44 (H): 0.15, atom 45 (H): 0.18, atom 46 (H): 0.23, atom 47 (H): 0.25, atom 48 (H): 0.43, atom 49 (C): -0.66, atom 50 (C): 0.07, atom 51 (C): -0.63, atom 52 (O): -0.64, atom 53 (H): 0.21, atom 54 (H): 0.22, atom 55 (H): 0.27, atom 56 (H): 0.21, atom 57 (H): 0.20, atom 58 (H): 0.23, atom 59 (H): 0.22, atom 60 (H): 0.50, atom 61 (C): -0.30, atom 62 (O): -0.90, atom 63 (H): 0.19, atom 64 (H): 0.19, atom 65 (H): 0.22, atom 66 (H): 0.64

***

Which of them is the most stable, and which is the least stable? one and three, in that order.

***

## one
ORCA calculation (wB97M-V/def2-TZVPD) on one molecule with the formula C5H5F.

Positions of all 11 atoms, in Å:
C -0.238 -0.750 0.642
C 0.056 -1.952 1.003
C -0.149 0.901 -1.194
C -0.547 0.449 0.192
C 1.132 0.986 -0.450
F 1.250 2.225 0.098
H 0.999 -2.191 1.468
H -0.635 -2.767 0.860
H -0.180 0.112 -1.936
H -0.660 1.808 -1.512
H -1.029 1.178 0.829

Calculated values
HOMO energy ... -8.478 eV
Total charge ... 0
LUMO level ... 0.59 eV

Electronic structure analysis, natural (NBO) charges in units of e: atom 1 (C): 0.23, atom 2 (C): -0.48, atom 3 (C): -0.53, atom 4 (C): -0.34, atom 5 (C): 0.29, atom 6 (F): -0.37, atom 7 (H): 0.25, atom 8 (H): 0.24, atom 9 (H): 0.23, atom 10 (H): 0.23, atom 11 (H): 0.26

***

## two
ORCA calculation (wB97M-V/def2-TZVPD) on one molecule with the formula C5H5F.

Positions of all 11 atoms, in Å:
C 2.396 0.220 0.275
C 1.029 -0.359 0.149
C -0.152 -0.450 0.001
C -1.584 -0.701 -0.074
C -2.408 0.336 -0.333
H 2.298 1.279 0.019
H 2.711 0.125 1.295
H -2.049 -1.689 0.117
H -1.990 1.290 -0.539
H -3.496 0.297 -0.283
F 3.246 -0.347 -0.625

Calculated values
HOMO energy ... -9.410 eV
Total charge ... 0
Structure (SMILES) ... C=CC#CCF
LUMO level ... 0.83 eV

Electronic structure analysis, natural (NBO) charges in units of e: atom 1 (C): 0.00, atom 2 (C): -0.04, atom 3 (C): -0.03, atom 4 (C): -0.27, atom 5 (C): -0.33, atom 6 (H): 0.19, atom 7 (H): 0.19, atom 8 (H): 0.23, atom 9 (H): 0.19, atom 10 (H): 0.20, atom 11 (F): -0.34

***

Which of them is the most stable, and which is the least stable? two and one, in that order.

***

## one
ORCA calculation (wB97M-V/def2-TZVPD) on a 5-piece molecular cluster, H12NO4 overall.

Positions of all 17 atoms, in Å:
N 1.191 1.206 0.229
H 0.689 1.511 1.073
H 0.929 0.217 -0.074
H 2.190 1.138 0.376
H 0.916 1.859 -0.500
H -3.527 -1.817 -2.602
H -3.625 -0.696 -3.575
O -2.995 -1.095 -2.954
H 1.694 -1.775 -1.005
H 1.584 -1.960 0.419
O 1.812 -1.270 -0.196
H -1.423 -0.513 -1.549
H -1.889 -0.724 -0.211
O -1.070 -0.720 -0.676
H 0.452 1.563 4.079
H 1.978 1.477 3.787
O 1.094 1.599 3.378

Calculated values
HOMO energy ... -14.805 eV
Total charge ... +1
LUMO level ... -3.03 eV

Electronic structure analysis, natural (NBO) charges in units of e: atom 1 (N): -0.90, atom 2 (H): 0.46, atom 3 (H): 0.50, atom 4 (H): 0.44, atom 5 (H): 0.44, atom 6 (H): 0.48, atom 7 (H): 0.49, atom 8 (O): -0.96, atom 9 (H): 0.50, atom 10 (H): 0.50, atom 11 (O): -0.95, atom 12 (H): 0.50, atom 13 (H): 0.48, atom 14 (O): -0.98, atom 15 (H): 0.49, atom 16 (H): 0.49, atom 17 (O): -0.98

***

## two
ORCA calculation (wB97M-V/def2-TZVPD) on a 5-piece molecular cluster, H12NO4 overall.

Positions of all 17 atoms, in Å:
N 0.373 1.166 -0.040
H 0.624 1.828 -0.770
H -0.494 1.462 0.434
H 0.154 0.247 -0.464
H 1.054 1.137 0.717
H -1.208 -0.120 3.131
H -1.242 -0.816 1.751
O -0.852 -0.085 2.240
H 1.981 -3.667 0.314
H 1.134 -3.299 1.488
O 1.470 -2.923 0.664
H 0.477 -1.811 -0.958
H -0.777 -1.627 -1.891
O -0.327 -1.294 -1.106
H -1.433 3.657 -2.025
H -0.074 3.518 -2.505
O -0.584 3.316 -1.707

Calculated values
HOMO energy ... -15.169 eV
Total charge ... +1
LUMO level ... -2.96 eV

Electronic structure analysis, natural (NBO) charges in units of e: atom 1 (N): -0.88, atom 2 (H): 0.45, atom 3 (H): 0.46, atom 4 (H): 0.47, atom 5 (H): 0.45, atom 6 (H): 0.50, atom 7 (H): 0.49, atom 8 (O): -0.98, atom 9 (H): 0.48, atom 10 (H): 0.49, atom 11 (O): -0.97, atom 12 (H): 0.52, atom 13 (H): 0.51, atom 14 (O): -0.98, atom 15 (H): 0.49, atom 16 (H): 0.48, atom 17 (O): -0.97

***

Which of them is the most stable, and which is the least stable? two and one, in that order.

***

## one
ORCA calculation (wB97M-V/def2-TZVPD) on a 2-piece molecular cluster, CH4FNP2 overall.

Positions of all 9 atoms, in Å:
C 1.056 0.169 -0.227
N 2.210 0.298 -0.555
F 0.774 -1.618 -0.058
P -1.594 -0.719 -0.292
P -0.423 0.770 0.585
H 2.856 1.070 -0.341
H -1.397 -1.600 0.723
H -2.787 -0.300 0.379
H -0.695 1.929 -0.214

Calculated values
HOMO energy ... -9.169 eV
Total charge ... 0
LUMO level ... -0.05 eV

Electronic structure analysis, natural (NBO) charges in units of e: atom 1 (C): 0.37, atom 2 (N): -0.62, atom 3 (F): -0.58, atom 4 (P): 0.13, atom 5 (P): 0.29, atom 6 (H): 0.43, atom 7 (H): 0.02, atom 8 (H): -0.04, atom 9 (H): 0.01

***

## two
ORCA calculation (wB97M-V/def2-TZVPD) on one molecule with the formula CH4FNP2.

Positions of all 9 atoms, in Å:
C -0.586 1.056 -0.052
N -0.950 1.984 0.683
F -1.456 0.619 -0.987
P 0.085 -1.845 -0.195
P 0.984 0.118 -0.221
H -0.374 2.182 1.545
H -0.308 -1.578 -1.672
H 1.443 -2.596 -0.277
H 1.162 0.059 1.176

Calculated values
HOMO energy ... -9.239 eV
Total charge ... 0
Structure (SMILES) ... [H]/N=C(/F)[PH]#[PH2]
LUMO level ... 0.59 eV

Electronic structure analysis, natural (NBO) charges in units of e: atom 1 (C): 0.39, atom 2 (N): -0.66, atom 3 (F): -0.35, atom 4 (P): 0.00, atom 5 (P): 0.23, atom 6 (H): 0.37, atom 7 (H): 0.03, atom 8 (H): 0.02, atom 9 (H): -0.02

***

Which of them is the most stable, and which is the least stable? two and one, in that order.